a | # C48H84N12

12 unconnected molecules or ions with the total composition C48H84N12 (the ωB97M-V functional and the def2-TZVPD basis, the Open Molecules 2025 dataset).

Properties
**Spin multiplicity**: 1
**HOMO-LUMO gap**: 11.52 eV
**Charge**: 0

Atoms and positions in Å:
1 C -7.40 -2.98 2.31
2 C -6.30 -2.87 1.28
3 C -4.96 -2.49 1.87
4 C -4.95 -1.17 2.46
5 N -4.93 -0.13 2.93
6 H -7.74 -2.00 2.65
7 H -7.05 -3.51 3.19
8 H -8.26 -3.48 1.87
9 H -6.59 -2.13 0.53
10 H -6.20 -3.84 0.79
11 H -4.11 -2.53 1.17
12 H -4.69 -3.18 2.68
13 C 1.86 4.64 -0.80
14 C 1.61 5.74 -1.83
15 C 0.37 5.52 -2.63
16 C 0.38 4.28 -3.38
17 N 0.39 3.32 -3.97
18 H 1.89 3.66 -1.30
19 H 1.07 4.57 -0.05
20 H 2.82 4.80 -0.32
21 H 2.46 5.72 -2.52
22 H 1.55 6.71 -1.35
23 H 0.20 6.33 -3.35
24 H -0.53 5.52 -2.01
25 C 1.92 -4.15 1.40
26 C 0.43 -4.43 1.48
27 C -0.15 -5.03 0.19
28 C 0.19 -4.27 -0.99
29 N 0.45 -3.67 -1.92
30 H 2.28 -3.71 2.34
31 H 2.08 -3.36 0.64
32 H 2.52 -5.00 1.12
33 H -0.10 -3.53 1.78
34 H 0.24 -5.18 2.26
35 H -1.24 -5.04 0.26
36 H 0.15 -6.07 0.09
37 C -1.50 -5.08 5.39
38 C -2.59 -4.07 5.17
39 C -2.25 -3.07 4.06
40 C -0.94 -2.49 4.25
41 N 0.16 -2.08 4.42
42 H -0.54 -4.61 5.63
43 H -1.32 -5.64 4.46
44 H -1.75 -5.79 6.17
45 H -2.80 -3.52 6.09
46 H -3.50 -4.59 4.88
47 H -3.00 -2.27 4.06
48 H -2.25 -3.55 3.08
49 C 4.43 5.25 3.54
50 C 5.19 4.54 2.43
51 C 4.85 3.07 2.39
52 C 3.44 2.82 2.17
53 N 2.33 2.62 1.98
54 H 4.40 6.33 3.37
55 H 4.93 5.12 4.50
56 H 3.38 4.94 3.59
57 H 6.26 4.60 2.63
58 H 4.97 5.03 1.48
59 H 5.16 2.60 3.33
60 H 5.39 2.55 1.58
61 C -3.84 -2.61 -3.84
62 C -2.81 -2.57 -2.76
63 C -3.22 -3.38 -1.55
64 C -3.34 -4.82 -1.80
65 N -3.38 -5.91 -2.00
66 H -4.77 -2.14 -3.48
67 H -4.05 -3.64 -4.11
68 H -3.55 -2.02 -4.71
69 H -2.69 -1.54 -2.39
70 H -1.83 -2.89 -3.10
71 H -4.15 -3.00 -1.11
72 H -2.50 -3.24 -0.73
73 C -0.33 -1.20 -5.32
74 C 0.42 0.11 -5.16
75 C 0.25 1.05 -6.36
76 C -1.11 1.59 -6.47
77 N -2.16 1.97 -6.56
78 H -1.38 -1.01 -5.54
79 H -0.21 -1.84 -4.45
80 H 0.08 -1.73 -6.19
81 H 1.48 -0.05 -4.97
82 H 0.08 0.63 -4.26
83 H 0.46 0.54 -7.32
84 H 0.98 1.86 -6.29
85 C 4.37 -0.88 -0.95
86 C 4.89 -1.55 0.29
87 C 5.67 -0.63 1.18
88 C 6.88 -0.14 0.53
89 N 7.81 0.28 0.00
90 H 3.95 -1.57 -1.69
91 H 5.17 -0.36 -1.50
92 H 3.62 -0.10 -0.77
93 H 5.54 -2.39 0.00
94 H 4.07 -2.03 0.84
95 H 5.93 -1.14 2.11
96 H 5.08 0.25 1.48
97 C 0.95 -0.29 -1.55
98 C 0.79 0.64 -0.35
99 C 0.54 -0.06 0.97
100 C -0.65 -0.89 1.05
101 N -1.59 -1.55 1.12
102 H -0.04 -0.60 -1.88
103 H 1.52 -1.19 -1.32
104 H 1.45 0.21 -2.38
105 H -0.02 1.35 -0.56
106 H 1.66 1.27 -0.21
107 H 0.44 0.70 1.76
108 H 1.40 -0.69 1.23
109 C -3.57 1.49 -2.91
110 C -3.28 1.29 -1.42
111 C -4.54 1.06 -0.57
112 C -5.43 0.05 -1.12
113 N -6.13 -0.74 -1.53
114 H -2.72 1.93 -3.42
115 H -4.41 2.20 -3.04
116 H -3.88 0.57 -3.39
117 H -2.79 2.17 -1.00
118 H -2.60 0.44 -1.29
119 H -5.14 1.98 -0.54
120 H -4.28 0.79 0.45
121 C 4.00 2.17 -3.35
122 C 4.89 3.25 -2.76
123 C 6.16 3.51 -3.55
124 C 5.92 3.96 -4.92
125 N 5.74 4.31 -5.99
126 H 4.52 1.30 -3.72
127 H 3.42 2.63 -4.18
128 H 3.22 1.90 -2.63
129 H 5.18 2.99 -1.73
130 H 4.31 4.16 -2.57
131 H 6.77 2.60 -3.58
132 H 6.77 4.27 -3.05
133 C -1.54 0.76 4.08
134 C -2.40 0.84 5.33
135 C -2.26 2.15 6.10
136 C -0.89 2.53 6.33
137 N 0.18 2.82 6.51
138 H -0.49 0.70 4.35
139 H -1.77 1.61 3.43
140 H -1.83 -0.10 3.48
141 H -2.17 0.02 6.03
142 H -3.46 0.69 5.10
143 H -2.77 2.12 7.06
144 H -2.69 2.99 5.54

These are the Mulliken partial charges, in e, on atoms 1 to 2:
1 C -1.4355
2 C -0.3396

---

b | # C48H84N12

12 unconnected molecules or ions with the total composition C48H84N12 (the ωB97M-V functional and the def2-TZVPD basis, the Open Molecules 2025 dataset).

Properties
**Spin multiplicity**: 1
**HOMO-LUMO gap**: 11.50 eV
**Charge**: 0

Atoms and positions in Å:
1 C -4.19 4.61 2.35
2 C -2.89 5.44 2.50
3 C -2.42 5.62 3.93
4 C -3.46 6.03 4.89
5 N -4.27 6.37 5.64
6 H -4.96 4.97 3.03
7 H -4.01 3.56 2.55
8 H -4.63 4.67 1.35
9 H -3.12 6.41 2.06
10 H -2.11 5.00 1.88
11 H -1.66 6.40 3.97
12 H -1.93 4.74 4.33
13 C 0.55 0.65 9.87
14 C 1.07 -0.66 9.14
15 C 1.68 -0.31 7.74
16 C 2.26 -1.42 7.04
17 N 2.69 -2.31 6.49
18 H 0.11 0.40 10.84
19 H -0.16 1.22 9.28
20 H 1.39 1.33 9.98
21 H 0.31 -1.43 9.01
22 H 1.78 -1.21 9.75
23 H 2.58 0.29 7.85
24 H 1.02 0.19 7.03
25 C 3.63 -10.54 -7.91
26 C 2.93 -9.22 -8.16
27 C 1.87 -9.28 -9.20
28 C 0.62 -10.00 -8.84
29 N -0.35 -10.59 -8.59
30 H 4.22 -10.50 -7.00
31 H 4.25 -10.81 -8.76
32 H 2.91 -11.34 -7.71
33 H 3.69 -8.49 -8.43
34 H 2.47 -8.90 -7.22
35 H 2.27 -9.77 -10.09
36 H 1.64 -8.25 -9.45
37 C -0.55 -1.54 0.35
38 C -0.40 -2.78 -0.54
39 C 0.97 -3.07 -1.19
40 C 1.61 -1.88 -1.77
41 N 2.16 -0.98 -2.27
42 H 0.07 -1.57 1.24
43 H -1.59 -1.48 0.66
44 H -0.26 -0.64 -0.19
45 H -1.16 -2.78 -1.32
46 H -0.75 -3.68 -0.03
47 H 0.85 -3.90 -1.88
48 H 1.59 -3.41 -0.37
49 C -10.52 0.66 1.03
50 C -9.65 -0.59 1.12
51 C -9.66 -1.34 -0.19
52 C -10.87 -2.13 -0.40
53 N -11.87 -2.72 -0.60
54 H -11.46 0.41 0.53
55 H -9.96 1.41 0.47
56 H -10.79 1.03 2.02
57 H -9.89 -1.24 1.96
58 H -8.61 -0.28 1.27
59 H -8.84 -2.04 -0.28
60 H -9.58 -0.64 -1.03
61 C -6.50 1.26 11.32
62 C -7.23 2.22 10.46
63 C -7.44 1.75 9.02
64 C -6.28 1.26 8.31
65 N -5.36 0.83 7.72
66 H -6.33 1.66 12.32
67 H -5.48 1.14 10.95
68 H -7.07 0.33 11.43
69 H -6.80 3.22 10.44
70 H -8.19 2.32 10.98
71 H -7.95 2.46 8.35
72 H -8.18 0.96 9.07
73 C 4.71 5.35 1.04
74 C 4.33 6.73 1.59
75 C 5.55 7.66 1.98
76 C 6.56 7.10 2.88
77 N 7.40 6.70 3.55
78 H 5.16 4.72 1.80
79 H 5.45 5.55 0.27
80 H 3.84 4.85 0.60
81 H 3.78 6.60 2.53
82 H 3.63 7.17 0.87
83 H 5.23 8.55 2.53
84 H 5.91 7.97 1.00
85 C 9.61 -0.70 2.41
86 C 8.49 -1.70 2.03
87 C 8.72 -2.42 0.70
88 C 9.88 -3.31 0.74
89 N 10.80 -3.99 0.79
90 H 9.28 -0.05 3.21
91 H 9.88 -0.14 1.51
92 H 10.54 -1.22 2.64
93 H 7.54 -1.16 1.97
94 H 8.42 -2.41 2.85
95 H 8.90 -1.70 -0.10
96 H 7.91 -3.06 0.36
97 C 5.12 6.66 -9.43
98 C 4.15 6.38 -8.23
99 C 4.87 5.78 -7.06
100 C 5.76 6.66 -6.28
101 N 6.44 7.35 -5.71
102 H 6.02 7.17 -9.09
103 H 4.67 7.29 -10.20
104 H 5.52 5.80 -9.97
105 H 3.43 5.68 -8.66
106 H 3.53 7.22 -7.92
107 H 5.57 4.99 -7.33
108 H 4.16 5.35 -6.35
109 C -5.67 2.48 -5.66
110 C -4.42 1.66 -5.24
111 C -3.06 2.23 -5.58
112 C -2.69 3.49 -4.95
113 N -2.34 4.48 -4.45
114 H -5.60 2.65 -6.74
115 H -5.72 3.42 -5.11
116 H -6.59 1.91 -5.49
117 H -4.52 0.68 -5.70
118 H -4.46 1.49 -4.16
119 H -3.06 2.46 -6.64
120 H -2.32 1.44 -5.44
121 C 7.26 -1.91 -10.88
122 C 6.84 -1.80 -9.45
123 C 5.36 -2.13 -9.27
124 C 4.47 -1.04 -9.73
125 N 3.76 -0.24 -10.15
126 H 8.34 -1.83 -10.99
127 H 6.81 -1.12 -11.49
128 H 7.04 -2.86 -11.37
129 H 7.06 -0.81 -9.05
130 H 7.48 -2.49 -8.90
131 H 5.21 -2.41 -8.23
132 H 5.07 -3.01 -9.84
133 C -5.89 -5.22 7.77
134 C -4.65 -6.02 7.29
135 C -3.92 -5.62 6.08
136 C -4.75 -5.68 4.84
137 N -5.34 -5.75 3.84
138 H -5.64 -4.22 8.12
139 H -6.42 -5.73 8.57
140 H -6.61 -5.12 6.96
141 H -5.02 -7.03 7.11
142 H -3.99 -6.03 8.16
143 H -3.04 -6.25 5.98
144 H -3.51 -4.62 6.16

These are the Mulliken partial charges, in e, on atoms 1 to 2:
1 C -1.1620
2 C -0.3914

---

a is preferred energetically. Next in line: 3.598 eV higher.

---

a | # C4H13NO3

2 unconnected molecules or ions with the total composition C4H13NO3 (the ωB97M-V functional and the def2-TZVPD basis, the Open Molecules 2025 dataset).

Properties
**Spin multiplicity**: 1
**HOMO-LUMO gap**: 9.59 eV
**Charge**: 0

Atoms and positions in Å:
1 N 1.11 -1.26 0.32
2 C 0.25 -0.18 0.15
3 C -0.48 0.10 1.47
4 O -1.05 1.40 1.19
5 C -0.71 -0.35 -1.08
6 C -1.63 0.86 -1.19
7 O -1.98 1.35 -2.53
8 H 1.78 -1.35 -0.27
9 H 0.77 -2.13 0.65
10 H 0.99 0.70 -0.21
11 H 0.14 -0.21 2.35
12 H -1.27 -0.61 1.65
13 H -0.73 2.06 1.75
14 H -1.23 -1.34 -0.86
15 H -0.32 -0.73 -2.10
16 H -1.39 1.87 -0.61
17 H -2.62 0.73 -0.71
18 H -2.23 0.60 -2.95
19 O 3.64 -0.23 1.14
20 H 3.74 -0.45 0.22
21 H 3.21 -0.85 1.62

These are the Mulliken partial charges, in e, on atoms 1 to 2:
1 N -0.4910
2 C 0.6914

---

b | # C4H13NO3

4 unconnected molecules or ions with the total composition C4H13NO3 (the ωB97M-V functional and the def2-TZVPD basis, the Open Molecules 2025 dataset).

Properties
**Spin multiplicity**: 1
**HOMO-LUMO gap**: 8.94 eV
**Charge**: 0

Atoms and positions in Å:
1 C -1.24 1.33 1.48
2 C -0.21 0.98 0.55
3 N -0.59 0.73 -0.77
4 C -1.80 0.00 -1.14
5 C -1.71 -1.52 -0.89
6 O 1.00 0.89 0.83
7 H -1.15 1.46 2.54
8 H -0.77 -0.43 1.69
9 H -2.17 1.66 1.03
10 H 0.25 0.23 -1.07
11 H -2.65 0.40 -0.59
12 H -1.96 0.18 -2.20
13 H -2.62 -2.00 -1.22
14 H -0.80 -1.98 -1.26
15 H -1.63 -1.56 0.20
16 H 0.99 -1.07 1.04
17 H 1.99 -2.33 1.05
18 O 1.09 -2.03 1.03
19 H 3.58 0.79 -1.23
20 H 2.22 0.72 -0.48
21 O 2.76 0.29 -1.16

These are the Mulliken partial charges, in e, on atoms 1 to 2:
1 C -0.7741
2 C 0.4691

---

c | # C4H13NO3

3 unconnected molecules or ions with the total composition C4H13NO3 (the ωB97M-V functional and the def2-TZVPD basis, the Open Molecules 2025 dataset).

Properties
**Spin multiplicity**: 1
**HOMO-LUMO gap**: 10.59 eV
**Charge**: 0

Atoms and positions in Å:
1 C 2.16 0.68 -0.77
2 C 1.07 1.76 -0.73
3 C -0.27 1.13 -0.83
4 O -0.43 0.06 -1.44
5 N -1.19 1.39 0.14
6 C -2.53 0.79 0.04
7 H 3.03 1.02 -0.24
8 H 1.87 -0.27 -0.35
9 H 2.29 0.39 -1.82
10 H 1.16 2.58 -1.46
11 H 1.13 2.30 0.22
12 H -1.21 2.28 0.61
13 H -2.46 -0.31 0.22
14 H -2.96 0.99 -0.96
15 H -3.12 1.06 0.91
16 O 1.25 -2.75 -0.07
17 H 1.21 -1.80 -0.22
18 H 0.74 -3.21 -0.73
19 O -0.47 -2.49 2.77
20 H -0.01 -3.28 2.46
21 H -1.27 -2.35 2.25

These are the Mulliken partial charges, in e, on atoms 1 to 2:
1 C -0.7430
2 C -0.3379

---

d | # C4H13NO3

3 unconnected molecules or ions with the total composition C4H13NO3 (the ωB97M-V functional and the def2-TZVPD basis, the Open Molecules 2025 dataset).

Properties
**Spin multiplicity**: 1
**HOMO-LUMO gap**: 10.90 eV
**Charge**: 0

Atoms and positions in Å:
1 C -0.31 -2.30 -1.98
2 C -0.06 -1.16 -0.98
3 C -0.93 -1.24 0.26
4 C -0.51 -0.17 1.24
5 N -1.53 0.56 1.77
6 O 0.65 0.09 1.49
7 H -0.94 -3.06 -1.52
8 H 0.63 -2.69 -2.37
9 H -0.80 -1.94 -2.88
10 H 0.98 -1.25 -0.63
11 H -0.16 -0.18 -1.42
12 H -1.98 -1.08 0.02
13 H -0.89 -2.21 0.75
14 H -2.48 0.22 1.69
15 H -1.28 1.19 2.52
16 O 2.03 2.60 -1.23
17 H 2.00 1.64 -1.19
18 H 1.67 2.95 -0.41
19 O 1.44 2.98 1.86
20 H 0.55 2.82 1.49
21 H 1.91 2.21 1.49

These are the Mulliken partial charges, in e, on atoms 1 to 2:
1 C -1.1431
2 C -0.2001

---

d is preferred energetically. Next in line: 0.821 eV higher.